[1]
Entry from the OMol25 dataset: 2 unconnected molecules or ions with the total composition C5H10O2 at a distorted geometry (ωB97M-V/def2-TZVPD).

Results
**HOMO level**: -9.2 eV
**Frontier orbital gap**: 0.37448 Eh

Each line ends with the Mulliken charge.
Atoms and positions in Å:
1 C -1.824 1.520 1.113  -0.608
2 O -1.939 0.556 0.104  -0.554
3 C 0.616 -0.395 0.505  0.042
4 C 0.472 -1.805 0.125  -0.461
5 C 1.588 -0.964 -0.464  -0.495
6 C 1.209 -0.018 -1.582  -0.305
7 O 0.120 0.380 -0.794  -0.501
8 H -1.165 2.384 0.895  0.254
9 H -1.449 1.090 2.060  0.179
10 H -2.851 1.871 1.149  0.284
11 H 0.858 -0.232 1.592  0.340
12 H 0.788 -2.528 0.894  0.269
13 H -0.348 -1.991 -0.548  0.191
14 H 2.584 -1.196 -0.202  0.397
15 H 1.769 0.915 -1.763  0.227
16 H 0.814 -0.367 -2.545  0.221
17 H -1.243 0.782 -0.538  0.520

=====

[2]
Entry from the OMol25 dataset: C5H10O2 in the gas phase at a distorted geometry (ωB97M-V/def2-TZVPD).

Results
**HOMO level**: -8.8 eV
**Frontier orbital gap**: 0.35535 Eh

Each line ends with the Mulliken charge.
Atoms and positions in Å:
1 C 0.473 -1.290 -1.895  -0.666
2 O -0.286 -1.170 -0.719  -0.343
3 C -0.865 0.074 -0.471  -0.178
4 C -1.710 0.069 0.740  -0.635
5 C -0.459 0.877 0.800  -0.095
6 C 0.804 0.477 1.483  -0.551
7 O 1.889 1.311 1.097  -0.526
8 H 1.365 -0.649 -1.873  0.256
9 H -0.122 -1.043 -2.785  0.307
10 H 0.793 -2.334 -1.960  0.246
11 H -0.705 0.887 -1.137  0.449
12 H -2.681 0.543 0.794  0.275
13 H -1.639 -0.886 1.256  0.225
14 H -0.623 1.959 0.728  0.375
15 H 0.718 0.575 2.564  0.303
16 H 0.990 -0.575 1.224  0.265
17 H 2.058 1.174 0.156  0.293

=====

[3]
Entry from the OMol25 dataset: a molecular structure, C5H10O2 at a distorted geometry (ωB97M-V/def2-TZVPD).

Results
**HOMO level**: -10.8 eV
**Frontier orbital gap**: 0.35491 Eh

Each line ends with the Mulliken charge.
Atoms and positions in Å:
1 O -2.499 1.046 -0.639  -0.409
2 C -1.886 -0.235 -0.176  0.532
3 O -2.141 -0.869 0.882  -0.530
4 C -0.521 -0.367 -0.821  -0.731
5 C 0.402 -0.240 0.343  0.435
6 C 0.360 1.233 0.902  -1.288
7 C 1.874 -0.702 -0.097  -1.337
8 H -2.584 -0.104 -1.116  0.219
9 H -0.419 -1.405 -1.135  0.401
10 H -0.343 0.386 -1.636  0.321
11 H 0.092 -0.973 1.053  0.338
12 H 1.159 1.468 1.594  0.429
13 H 0.319 1.986 0.104  0.301
14 H -0.613 1.341 1.484  0.318
15 H 1.863 -1.309 -1.071  0.313
16 H 2.552 0.101 -0.295  0.347
17 H 2.385 -1.357 0.623  0.339

=====

[4]
Entry from the OMol25 dataset: C5H10O2 in the gas phase (ωB97M-V/def2-TZVPD).

Results
**HOMO level**: -8.7 eV
**Frontier orbital gap**: 0.34552 Eh

Each line ends with the Mulliken charge.
Atoms and positions in Å:
1 C -1.005 -0.609 -0.919  -1.415
2 C -1.183 0.984 1.287  -0.575
3 O -0.847 2.208 0.884  -0.351
4 C 0.087 0.194 1.258  -0.421
5 C 0.327 -0.146 -0.238  1.237
6 C 1.357 -1.261 -0.378  -1.677
7 O 0.876 0.975 -0.913  -0.560
8 H -1.826 0.127 -0.974  0.365
9 H -0.742 -0.853 -1.948  0.410
10 H -1.433 -1.504 -0.442  0.322
11 H -1.666 2.717 0.825  0.408
12 H 0.933 0.764 1.664  0.378
13 H -0.046 -0.725 1.832  0.346
14 H 2.309 -1.000 0.092  0.369
15 H 0.977 -2.179 0.079  0.367
16 H 1.542 -1.436 -1.441  0.420
17 H 0.340 1.743 -0.668  0.378

=====

[5]
Entry from the OMol25 dataset: C5H10O2 in the gas phase (ωB97M-V/def2-TZVPD).

Results
**HOMO level**: -8.6 eV
**Frontier orbital gap**: 0.34622 Eh

Each line ends with the Mulliken charge.
Atoms and positions in Å:
1 O 0.233 -2.469 1.940  -0.488
2 C 0.181 -1.365 1.133  -0.058
3 C 0.048 -1.512 -0.184  -0.325
4 C -0.234 -0.454 -1.224  -0.632
5 C 0.662 0.784 -1.274  -0.453
6 O 0.807 1.448 -0.039  -0.344
7 C -0.411 1.854 0.529  -0.732
8 H 0.146 -2.192 2.857  0.333
9 H -1.010 0.994 0.867  0.301
10 H 0.284 -0.409 1.641  0.288
11 H 0.020 -2.545 -0.525  0.309
12 H -0.188 -0.919 -2.215  0.388
13 H -1.275 -0.121 -1.113  0.266
14 H 0.243 1.474 -2.029  0.327
15 H 1.675 0.520 -1.591  0.309
16 H -1.021 2.444 -0.171  0.303
17 H -0.160 2.468 1.397  0.209

=====

[6]
Entry from the OMol25 dataset: C5H10O2 in the gas phase (ωB97M-V/def2-TZVPD).

Results
**HOMO level**: -7.5 eV
**Frontier orbital gap**: 0.30732 Eh

Each line ends with the Mulliken charge.
Atoms and positions in Å:
1 C 1.141 -1.082 0.532  -1.075
2 C 0.099 -0.071 0.933  -0.286
3 C 0.298 1.510 -0.484  -0.414
4 O 1.452 1.346 -1.172  -0.414
5 C -0.805 0.644 -1.065  -0.700
6 C -1.232 -0.107 0.185  0.093
7 O -1.744 -1.384 -0.140  -0.577
8 H 0.719 -2.095 0.523  0.264
9 H 1.986 -1.072 1.227  0.319
10 H 1.532 -0.881 -0.475  0.291
11 H 0.025 0.064 2.018  0.498
12 H 0.375 1.344 0.699  0.319
13 H 2.089 2.001 -0.856  0.359
14 H -1.581 1.214 -1.586  0.384
15 H -0.382 -0.085 -1.769  0.287
16 H -1.978 0.477 0.746  0.319
17 H -1.991 -1.822 0.685  0.334

=====

[7]
Entry from the OMol25 dataset: C5H10O2 in the gas phase (ωB97M-V/def2-TZVPD).

Results
**HOMO level**: -9.6 eV
**Frontier orbital gap**: 0.38453 Eh

Each line ends with the Mulliken charge.
Atoms and positions in Å:
1 C 1.341 -0.162 1.457  -1.262
2 C 0.015 0.176 0.747  0.041
3 C 0.235 0.979 -0.550  0.037
4 O 1.461 0.562 -1.111  -0.521
5 C -0.983 0.300 -1.213  -0.833
6 C -1.136 -0.648 0.005  0.065
7 O -1.057 -2.002 -0.388  -0.558
8 H 1.299 -0.364 2.535  0.376
9 H 1.875 0.789 1.376  0.302
10 H 1.985 -0.910 0.985  0.289
11 H -0.556 0.819 1.430  0.245
12 H 0.216 2.078 -0.425  0.331
13 H 1.443 0.747 -2.056  0.285
14 H -1.838 0.939 -1.473  0.243
15 H -0.697 -0.275 -2.101  0.298
16 H -2.060 -0.455 0.561  0.326
17 H -1.546 -2.573 0.221  0.336

=====

[8]
Entry from the OMol25 dataset: C5H10O2 in the gas phase at a distorted geometry (ωB97M-V/def2-TZVPD).

Results
**HOMO level**: -9.9 eV
**Frontier orbital gap**: 0.39615 Eh

Each line ends with the Mulliken charge.
Atoms and positions in Å:
1 O -0.865 1.710 -1.486  -0.541
2 C 0.492 1.734 -1.191  -0.325
3 C 0.919 0.741 0.152  -0.540
4 C -0.084 -0.368 0.291  0.613
5 C 0.144 -1.882 0.301  -0.574
6 O -0.965 -2.047 1.200  -0.404
7 C -1.024 -0.636 1.469  -0.537
8 H -1.190 0.723 -1.250  0.325
9 H 0.843 2.712 -0.836  0.296
10 H 1.095 1.368 -2.040  0.256
11 H 0.926 1.418 1.019  0.335
12 H 1.940 0.396 -0.071  0.313
13 H -0.926 -0.256 -0.601  -0.264
14 H 1.080 -2.259 0.737  0.292
15 H -0.024 -2.365 -0.668  0.253
16 H -2.024 -0.218 1.313  0.213
17 H -0.679 -0.391 2.484  0.289

=====

[9]
Entry from the OMol25 dataset: C5H10O2 in the gas phase (ωB97M-V/def2-TZVPD).

Results
**HOMO level**: -8.5 eV
**Frontier orbital gap**: 0.33094 Eh

Each line ends with the Mulliken charge.
Atoms and positions in Å:
1 C -1.885 -1.565 0.285  -0.726
2 O -0.763 -0.718 0.412  -0.369
3 C -0.981 0.581 -0.145  -0.247
4 C 0.089 1.588 -0.050  -0.781
5 C 1.304 1.163 0.664  -0.263
6 C 1.911 0.489 -0.613  -0.478
7 O 1.750 -0.898 -0.686  -0.573
8 H -2.746 -1.164 0.838  0.283
9 H -1.613 -2.537 0.705  0.244
10 H -2.175 -1.697 -0.768  0.317
11 H -1.324 0.491 -1.188  0.403
12 H -1.808 1.082 0.397  0.423
13 H 1.459 1.002 -1.483  0.315
14 H 1.928 2.003 0.986  0.349
15 H 1.209 0.419 1.462  0.239
16 H 2.977 0.719 -0.667  0.391
17 H 0.876 -1.111 -0.317  0.472

=====

[10]
Entry from the OMol25 dataset: a gas-phase ion, C5H10O2 (charge +1) (ωB97M-V/def2-TZVPD).

Results
**Multiplicity**: 2
**HOMO level (spin up / spin down)**: -16.4 / -16.4 eV
**Frontier orbital gap (spin up / spin down)**: 0.43875 / 0.24145 Eh
**Net charge**: +1
**⟨S²⟩**: 0.76

Each line ends with the Mulliken spin population.
Atoms and positions in Å:
1 O -2.875 0.060 0.031  0.759
2 C -1.826 0.243 -0.570  -0.003
3 O -1.634 1.217 -1.396  0.046
4 C -0.698 -0.759 -0.368  0.086
5 C 0.623 0.029 -0.122  0.037
6 C 0.527 0.959 1.080  0.008
7 C 1.690 -1.045 0.083  0.037
8 H -2.457 1.717 -1.553  0.007
9 H -0.686 -1.351 -1.292  0.008
10 H -0.938 -1.393 0.479  0.006
11 H 0.838 0.580 -1.040  -0.002
12 H -0.471 1.384 1.239  0.000
13 H 1.179 1.828 0.992  0.001
14 H 0.783 0.424 1.997  0.000
15 H 2.632 -0.548 0.315  0.013
16 H 1.874 -1.655 -0.796  -0.001
17 H 1.439 -1.689 0.922  -0.001

=====

[11]
Entry from the OMol25 dataset: 2 unconnected molecules or ions with the total composition C5H10O2 at a distorted geometry (ωB97M-V/def2-TZVPD).

Results
**Multiplicity**: 2
**HOMO level (spin up / spin down)**: -13.7 / -13.7 eV
**Frontier orbital gap (spin up / spin down)**: 0.30348 / 0.22072 Eh
**Net charge**: +1
**⟨S²⟩**: 0.78

Each line ends with the Mulliken spin population.
Atoms and positions in Å:
1 C -1.313 2.177 -2.428  0.368
2 C -0.213 1.382 -2.200  -0.031
3 C 0.149 0.702 -1.010  0.235
4 C -0.564 0.563 0.167  0.237
5 O -1.884 0.351 0.176  0.078
6 C 0.024 0.189 1.490  0.009
7 H -1.496 2.491 -3.446  0.016
8 H -2.056 2.347 -1.668  0.042
9 H 0.519 1.148 -2.968  0.000
10 H 1.196 0.415 -0.981  0.011
11 H -2.439 1.004 -0.262  0.002
12 H 0.181 1.031 2.166  0.022
13 H 0.841 -0.515 1.380  0.002
14 H -0.777 -0.326 2.033  0.009
15 H 3.106 -3.786 2.362  0.000
16 H 1.891 -4.518 2.582  0.000
17 O 2.834 -4.654 2.606  0.000

=====

[12]
Entry from the OMol25 dataset: 2 unconnected molecules or ions with the total composition C5H10O2S at a distorted geometry (ωB97M-V/def2-TZVPD).

Results
**HOMO level**: -7.7 eV
**Frontier orbital gap**: 0.14198 Eh

Each line ends with the Mulliken charge.
Atoms and positions in Å:
1 O 2.869 -0.375 -0.491  -0.465
2 C 2.151 -1.222 -1.379  0.543
3 O 2.590 -2.280 -1.693  -0.458
4 C 0.903 -0.620 -1.821  -0.041
5 C -0.021 0.093 -0.941  -0.459
6 C 0.354 1.603 -0.934  -0.901
7 S -0.939 0.490 2.356  -0.214
8 C -2.436 -0.394 2.748  -0.790
9 H 2.137 0.013 -0.003  0.339
10 H 0.577 -1.125 -2.732  0.375
11 H 0.169 2.153 -1.860  0.345
12 H -1.039 0.030 -1.337  0.252
13 H -0.092 -0.249 0.116  0.004
14 H 1.371 1.808 -0.608  0.336
15 H -0.213 2.065 -0.103  0.294
16 H -2.837 -1.115 2.022  0.283
17 H -3.250 0.248 3.087  0.278
18 H -2.292 -1.123 3.573  0.278

=====

no.,molecular weight (g mol⁻¹),DFT total energy (Ha)
1,102.1,-346.81896
2,102.1,-346.90137
3,102.1,-346.84557
4,102.1,-346.89829
5,102.1,-346.93558
6,102.1,-346.84936
7,102.1,-346.93692
8,102.1,-346.88285
9,102.1,-346.83221
10,102.1,-346.64556
11,102.1,-346.62323
12,134.2,-744.99713